Run A
Molecular formula: C4H11NS
Method: DFT, ωB97M-V/def2-TZVPD

```
! wB97M-V def2-TZVPD RIJCOSX def2/J DEFGRID3
* xyz 0 1
C 0.497 2.047 -0.132
C 1.100 -1.669 0.005
C 0.257 0.666 0.451
C 0.647 -0.346 -0.497
N -2.427 -1.086 -0.747
S -2.675 -0.138 0.519
H -0.133 2.708 0.304
H 1.614 2.424 -0.220
H 0.072 2.096 -1.107
H 0.319 -2.329 0.009
H 1.907 -2.248 -0.512
H 1.586 -1.669 0.921
H 0.839 0.699 1.498
H -0.783 0.444 0.554
H 0.964 -0.130 -1.434
H -2.302 -0.772 -1.680
H -2.068 -0.796 1.457
*
```

HOMO (spin up / spin down) (Ha): -0.2771 / -0.3052
Frontier orbital gap (spin up / spin down) (Eh): 0.261 / 0.332
LUMO (spin up / spin down) (eV): -0.445 / 0.717

Run B
Molecular formula: C4H11NS
Method: DFT, ωB97M-V/def2-TZVPD

```
! wB97M-V def2-TZVPD RIJCOSX def2/J DEFGRID3
* xyz 0 1
C -0.472 -0.078 -2.744
S 0.383 1.350 -1.995
C 0.732 0.663 -0.354
C -0.523 0.526 0.513
C -0.364 -0.523 1.599
N 0.938 -0.488 2.260
H -1.372 -0.351 -2.196
H -0.764 0.280 -3.732
H 0.217 -0.910 -2.746
H 1.270 -0.277 -0.507
H 1.428 1.339 0.130
H -0.658 1.527 0.937
H -1.359 0.338 -0.159
H -0.463 -1.496 1.134
H -1.226 -0.523 2.272
H 0.958 0.039 3.121
H 1.276 -1.415 2.467
*
```

HOMO (Ha): -0.3047
Frontier orbital gap (Eh): 0.343
LUMO (eV): 1.039

Run C
Molecular formula: C4H11NS
Method: DFT, ωB97M-V/def2-TZVPD

```
! wB97M-V def2-TZVPD RIJCOSX def2/J DEFGRID3
* xyz 0 1
C -1.337 -0.260 -1.398
C -0.533 -0.460 -0.096
N -0.242 -1.870 0.101
C 0.834 0.260 -0.245
C 1.422 1.085 0.898
S 0.307 1.915 2.109
H -2.209 0.392 -1.276
H -1.758 -1.179 -1.807
H -0.719 0.211 -2.155
H -1.050 -0.050 0.772
H 0.603 -2.033 0.581
H -1.055 -2.419 0.336
H 1.551 -0.536 -0.458
H 0.892 0.933 -1.104
H 2.032 0.489 1.589
H 2.180 1.790 0.552
H -0.917 1.733 1.600
*
```

HOMO (Ha): -0.3247
Frontier orbital gap (Eh): 0.359
LUMO (eV): 0.938

Run D
Molecular formula: C4H11NS
Method: DFT, ωB97M-V/def2-TZVPD

```
! wB97M-V def2-TZVPD RIJCOSX def2/J DEFGRID3
* xyz 0 1
C 0.097 -1.657 2.421
N -0.032 -1.373 0.968
C 1.163 -0.764 0.432
C 1.033 -0.144 -1.011
C -0.408 0.218 -1.472
S -0.856 1.869 -0.799
H -0.525 -2.524 2.642
H 1.135 -1.861 2.662
H -0.304 -0.820 2.993
H -0.762 -0.682 0.895
H 1.550 -0.011 1.126
H 1.925 -1.540 0.294
H 1.538 0.822 -0.922
H 1.565 -0.723 -1.755
H -0.496 0.232 -2.548
H -1.075 -0.440 -0.940
H -2.126 1.590 -0.455
*
```

HOMO (Ha): -0.3262
Frontier orbital gap (Eh): 0.359
LUMO (eV): 0.888

Which structure is most stable? run B, by 0.496 eV over the runner-up.

Run A
Molecular formula: C6H17NO
Method: DFT, ωB97M-V/def2-TZVPD

```
! wB97M-V def2-TZVPD RIJCOSX def2/J DEFGRID3
* xyz 0 1
C -1.419 -1.651 0.800
C -1.253 -0.417 1.668
C -2.544 -0.005 2.419
O -0.753 0.667 0.814
H -0.487 -1.910 0.264
H -2.207 -1.474 0.053
H -1.715 -2.521 1.390
H -0.448 -0.618 2.403
H -3.010 -0.838 2.967
H -3.215 0.392 1.653
H -2.303 0.815 3.111
H 0.117 0.436 0.521
C 0.878 -0.678 -1.769
N 1.244 0.492 -0.904
C 2.760 0.575 -0.767
C 0.734 1.718 -1.466
H 1.297 -1.624 -1.415
H 1.336 -0.468 -2.747
H -0.202 -0.766 -1.931
H 3.088 1.311 -0.009
H 3.061 -0.436 -0.483
H 3.198 0.821 -1.754
H 0.972 2.520 -0.769
H -0.359 1.695 -1.622
H 1.231 1.964 -2.425
*
```

HOMO (Ha): -0.3290
Frontier orbital gap (Eh): 0.364
LUMO (eV): 0.949

Run B
Molecular formula: C6H17NO
Method: DFT, ωB97M-V/def2-TZVPD

```
! wB97M-V def2-TZVPD RIJCOSX def2/J DEFGRID3
* xyz 0 1
C 0.728 -1.973 1.047
C 1.208 -0.503 0.656
C 1.740 -0.308 -0.691
C 0.591 -0.394 -1.851
N -0.103 0.835 -2.136
C -1.571 0.683 -1.899
C -1.878 1.244 -0.525
H 0.889 -2.383 2.091
H -0.410 -1.842 1.089
H 0.918 -2.794 0.300
H 0.327 0.120 0.836
H 1.970 -0.481 1.431
H 2.200 0.688 -0.768
H 2.451 -1.029 -0.973
H -0.068 -1.297 -1.627
H 1.116 -0.622 -2.797
H 0.253 1.518 -1.457
H -2.016 1.292 -2.713
H -1.722 -0.375 -1.952
H -2.962 0.959 -0.396
H -1.849 2.366 -0.502
H -1.239 0.773 0.281
O -0.432 0.550 4.079
H -1.021 0.431 4.943
H 0.428 -0.050 4.116
*
```

HOMO (Ha): -0.3098
Frontier orbital gap (Eh): 0.333
LUMO (eV): 0.630

Run C
Molecular formula: C6H17NO
Method: DFT, ωB97M-V/def2-TZVPD

```
! wB97M-V def2-TZVPD RIJCOSX def2/J DEFGRID3
* xyz 0 1
C 1.704 1.099 -1.377
N 0.679 0.226 -0.857
C -0.350 0.877 -0.068
C -1.658 1.130 -0.887
C -0.740 -0.210 0.992
C -1.420 0.398 2.256
C -1.558 -1.369 0.433
H 2.109 1.915 -0.726
H 1.500 1.654 -2.310
H 2.558 0.440 -1.788
H 0.194 -0.080 -1.783
H -0.051 1.814 0.498
H -1.965 2.159 -1.051
H -1.574 0.753 -1.906
H -2.464 0.764 -0.292
H 0.113 -0.863 1.401
H -1.275 1.447 2.428
H -2.516 0.296 2.210
H -0.917 -0.199 3.086
H -1.825 -2.176 1.118
H -0.985 -1.787 -0.369
H -2.575 -1.330 -0.127
O 3.028 -1.862 -0.296
H 2.418 -1.334 -0.825
H 2.529 -2.054 0.503
*
```

HOMO (Ha): -0.3376
Frontier orbital gap (Eh): 0.370
LUMO (eV): 0.873

Run D
Molecular formula: C6H17NO
Method: DFT, ωB97M-V/def2-TZVPD

```
! wB97M-V def2-TZVPD RIJCOSX def2/J DEFGRID3
* xyz 0 1
C 1.257 0.614 -2.006
C -0.251 0.446 -1.867
N -0.627 -0.691 -1.028
C -2.065 -0.672 -0.799
C -0.257 -1.955 -1.652
H 1.724 0.636 -1.007
H 1.474 1.568 -2.516
H 1.708 -0.207 -2.588
H -0.668 1.351 -1.385
H -0.712 0.355 -2.869
H -2.637 -0.758 -1.739
H -2.343 -1.512 -0.141
H -2.346 0.272 -0.302
H -0.716 -2.070 -2.649
H 0.839 -2.023 -1.760
H -0.599 -2.785 -1.011
C 0.661 1.746 2.769
C 0.668 0.300 3.234
O 1.256 -0.582 2.276
H 1.688 2.077 2.541
H 0.247 2.398 3.556
H 0.045 1.857 1.860
H 1.288 0.189 4.144
H -0.359 -0.030 3.484
H 0.725 -0.524 1.455
*
```

HOMO (Ha): -0.3289
Frontier orbital gap (Eh): 0.364
LUMO (eV): 0.948

Which structure is most stable? run D, by 0.145 eV over the runner-up.

Run A
Molecular formula: C5H9N3
Method: DFT, ωB97M-V/def2-TZVPD

```
! wB97M-V def2-TZVPD RIJCOSX def2/J DEFGRID3
* xyz 0 1
H 0.062 -2.154 1.514
N -0.820 -1.845 1.118
C -0.779 -0.830 0.370
C -2.124 -0.371 -0.192
C -2.490 0.851 -0.532
N 0.284 -0.010 0.070
N 0.296 0.666 -1.155
C 1.543 -0.191 0.775
C 2.715 0.279 0.362
H -2.844 -1.178 -0.199
H -1.838 1.704 -0.447
H -3.464 1.045 -0.953
H 0.861 0.162 -1.837
H 0.703 1.589 -1.023
H 1.452 -0.685 1.732
H 2.853 0.779 -0.583
H 3.590 0.190 0.980
*
```

HOMO (Ha): -0.3244
Frontier orbital gap (Eh): 0.355
LUMO (eV): 0.836

Run B
Molecular formula: C5H9N3
Method: DFT, ωB97M-V/def2-TZVPD

```
! wB97M-V def2-TZVPD RIJCOSX def2/J DEFGRID3
* xyz 0 1
C -1.708 0.642 0.449
C 0.193 -0.664 0.244
C 1.621 -0.942 0.343
C 1.686 -0.212 -1.082
C 0.444 0.552 -0.552
H -3.542 1.498 0.383
H -1.496 -1.352 1.396
H -0.203 -1.330 -0.402
H 1.985 -0.487 1.279
H 2.043 -1.943 0.488
H 1.521 -0.868 -2.023
H 2.626 0.376 -1.110
H 0.785 1.259 0.233
H -1.133 1.963 -0.952
N -2.885 1.014 0.978
N -0.976 -0.447 1.096
N -0.962 0.940 -0.768
*
```

HOMO (Ha): -0.3154
Frontier orbital gap (Eh): 0.352
LUMO (eV): 0.986

Which structure is most stable? run A, by 1.045 eV over the runner-up.

Run A
Molecular formula: C5H9N3
Method: DFT, ωB97M-V/def2-TZVPD

```
! wB97M-V def2-TZVPD RIJCOSX def2/J DEFGRID3
* xyz 0 1
C -0.103 -2.454 1.493
C -0.154 -1.222 0.540
C 0.659 -1.285 -0.584
C 0.712 -0.372 -1.776
C 0.317 0.979 -1.679
N -0.165 1.537 -0.526
N -0.335 2.766 -0.470
N -0.762 3.148 0.659
H -0.843 -3.291 1.155
H -0.286 -2.171 2.513
H 0.923 -2.819 1.477
H -0.778 -0.374 0.682
H 1.306 -2.178 -0.558
H 1.016 -0.757 -2.771
H 0.231 1.746 -2.579
H -1.030 2.561 1.431
H -0.709 4.188 0.993
*
```

HOMO (Ha): -0.2808
Frontier orbital gap (Eh): 0.295
LUMO (eV): 0.388

Run B
Molecular formula: C5H9N3
Method: DFT, ωB97M-V/def2-TZVPD

```
! wB97M-V def2-TZVPD RIJCOSX def2/J DEFGRID3
* xyz 0 1
C 1.160 -1.328 0.069
C 0.052 -0.363 -0.293
C -0.662 -0.731 -1.571
C -0.490 0.510 0.621
N -1.804 0.891 0.605
N 0.382 1.215 1.411
C 1.569 1.579 0.633
N 2.576 2.024 0.264
H 0.785 -2.359 0.043
H 1.558 -1.164 1.074
H 1.986 -1.243 -0.642
H -1.292 -1.617 -1.450
H 0.078 -0.946 -2.351
H -1.285 0.090 -1.939
H -2.410 0.218 0.144
H -2.151 1.224 1.499
H -0.051 2.002 1.882
*
```

HOMO (Ha): -0.2739
Frontier orbital gap (Eh): 0.291
LUMO (eV): 0.472

Run C
Molecular formula: C5H9N3
Method: DFT, ωB97M-V/def2-TZVPD

```
! wB97M-V def2-TZVPD RIJCOSX def2/J DEFGRID3
* xyz 0 1
C -1.540 -0.701 -0.147
N -0.542 -1.434 0.066
C 0.563 -0.933 0.430
C 1.654 -0.676 -0.569
C 1.630 0.920 -0.072
C 0.345 0.607 0.735
N -0.521 1.190 -0.184
N -1.791 0.600 0.007
H -2.458 -1.241 -0.669
H 0.990 -1.596 1.235
H 2.438 -1.241 -0.415
H 1.373 -0.729 -1.700
H 2.649 1.182 0.346
H 1.426 1.538 -1.048
H 0.688 0.913 1.744
H -0.391 2.260 -0.472
H -2.656 1.118 -0.509
*
```

HOMO (Ha): -0.2908
Frontier orbital gap (Eh): 0.318
LUMO (eV): 0.744

Run D
Molecular formula: C5H9N3
Method: DFT, ωB97M-V/def2-TZVPD

```
! wB97M-V def2-TZVPD RIJCOSX def2/J DEFGRID3
* xyz 0 1
H -1.732 -2.291 0.192
N -1.372 -1.672 -0.538
C -1.421 -0.488 -0.149
C -0.833 0.638 -0.994
C -1.462 1.881 -0.257
C -2.074 1.492 0.841
N -1.982 0.147 0.983
H -1.356 0.607 -2.031
H 0.179 0.904 -1.218
H -1.562 2.778 -0.848
H -2.657 2.009 1.622
H -2.616 -0.236 1.656
C 2.965 -1.401 -0.705
N 2.745 -0.476 0.114
H 3.483 -2.346 -0.558
H 2.758 -1.071 -1.718
H 3.063 -0.627 1.086
*
```

HOMO (Ha): -0.2911
Frontier orbital gap (Eh): 0.328
LUMO (eV): 0.996

Which structure is most stable? run B, by 0.491 eV over the runner-up.